(1)
{
  "formula": "C3H9B2NO6S",
  "method": "ωB97M-V with the def2-TZVPD basis set",
  "species": ["S", "O", "O", "O", "O", "O", "O", "N", "C", "C", "C", "B", "B", "H", "H", "H", "H", "H", "H", "H", "H", "H"],
  "xyz": [[-1.209, 2.316, -0.081], [-0.068, 1.879, -1.099], [2.545, -0.300, -1.516], [-2.440, 2.449, -0.783], [-1.067, -2.566, -0.643], [-1.220, 0.955, 0.747], [-0.737, 3.366, 0.743], [-1.073, -1.925, 1.721], [-1.034, -0.084, -0.238], [2.061, 0.044, 0.941], [0.153, 0.433, -1.069], [-1.056, -1.581, 0.305], [1.631, 0.054, -0.560], [-1.879, -1.511, 2.179], [3.082, 0.427, 1.005], [-0.262, -1.548, 2.205], [2.120, -0.987, 1.312], [-1.900, -0.026, -0.922], [1.408, 0.616, 1.598], [2.475, 0.231, -2.317], [0.026, 0.074, -2.095], [-1.558, -2.315, -1.433]],
  "total_charge": 0,
  "gap_ev": 10.26,
  "largest_force_ev_per_a": 0.8,
  "homo_energy_ev": -10.200,
  "mol_weight_g_mol": 208.8
}

(2)
{
  "formula": "C45H39N5O2PRh",
  "method": "ωB97M-V with the def2-TZVPD basis set",
  "species": ["Rh", "P", "O", "O", "N", "N", "N", "N", "N", "C", "C", "C", "C", "C", "C", "C", "C", "C", "C", "C", "C", "C", "C", "C", "C", "C", "C", "C", "C", "C", "C", "C", "C", "C", "C", "C", "C", "C", "C", "C", "C", "C", "C", "C", "C", "C", "C", "C", "C", "C", "C", "C", "C", "C", "H", "H", "H", "H", "H", "H", "H", "H", "H", "H", "H", "H", "H", "H", "H", "H", "H", "H", "H", "H", "H", "H", "H", "H", "H", "H", "H", "H", "H", "H", "H", "H", "H", "H", "H", "H", "H", "H", "H"],
  "xyz": [[-0.949, 0.326, -0.408], [1.240, -0.354, -0.396], [1.080, -5.338, -0.076], [0.197, -2.980, -0.272], [-3.034, 0.780, -0.276], [-1.431, 0.741, 2.015], [-1.616, -1.136, 0.777], [-0.661, 1.578, -1.741], [-1.650, -2.415, 1.020], [3.849, -1.884, -3.231], [3.014, -2.692, -3.989], [-1.012, 2.697, 5.702], [3.550, 3.721, -0.629], [-0.426, 2.238, -4.049], [-3.877, 1.593, -0.998], [-0.115, 4.880, -3.152], [-2.375, -0.322, 1.727], [1.159, -2.023, -2.612], [3.868, -1.985, 2.357], [-0.642, 0.830, -4.531], [-1.347, 1.327, 3.206], [2.547, 1.831, -1.734], [-0.819, -3.268, 0.435], [2.216, 1.247, -0.510], [-0.129, -5.676, 0.403], [-5.598, 1.498, 0.704], [-1.113, -4.706, 0.671], [-3.489, 0.353, 0.959], [-0.432, 2.416, 3.366], [3.322, -1.535, 1.164], [-2.632, -6.472, 1.342], [-2.089, 0.973, 4.377], [0.010, 4.578, -4.511], [3.150, -1.884, 3.541], [1.330, -0.879, 2.326], [-0.400, -7.023, 0.641], [-0.155, 3.260, -4.939], [-2.357, -5.130, 1.133], [1.994, -1.239, -1.819], [3.205, 3.169, 0.597], [2.544, 1.949, 0.654], [3.210, 3.049, -1.795], [-4.714, 0.666, 1.463], [-0.513, 4.200, -0.760], [-0.495, 2.520, -2.634], [-5.117, 1.957, -0.548], [2.048, -0.975, 1.137], [-0.367, 3.898, -2.219], [3.342, -1.159, -2.161], [-1.912, 1.642, 5.577], [-1.643, -7.420, 1.102], [1.661, -2.747, -3.683], [-0.281, 3.071, 4.569], [1.878, -1.327, 3.520], [0.388, -7.745, 0.461], [3.446, 3.484, -2.760], [0.414, 3.903, 4.636], [4.002, -0.504, -1.607], [-0.577, 5.276, -0.587], [-0.887, 3.215, 6.647], [-1.678, 0.688, -4.849], [-0.007, 5.909, -2.822], [-0.069, 3.027, -5.997], [-2.814, 0.170, 4.326], [3.444, 3.692, 1.516], [-6.573, 1.776, 1.082], [0.105, -2.060, -2.369], [0.226, 5.363, -5.226], [0.136, 2.721, 2.492], [3.578, -2.235, 4.473], [-1.838, -8.474, 1.262], [0.009, 0.598, -5.378], [-2.492, 1.333, 6.442], [0.997, -3.366, -4.274], [0.337, 3.802, -0.201], [3.411, -3.265, -4.818], [4.863, -2.418, 2.364], [-3.103, -4.370, 1.329], [-3.610, -6.782, 1.690], [-0.447, 0.130, -3.721], [1.007, -4.361, -0.278], [-5.731, 2.607, -1.163], [2.274, 1.332, -2.656], [2.271, 1.545, 1.620], [0.341, -0.425, 2.312], [4.066, 4.672, -0.676], [-2.722, -0.924, 2.570], [-1.401, 3.711, -0.355], [3.898, -1.636, 0.254], [-4.995, 0.302, 2.445], [1.306, -1.236, 4.435], [4.902, -1.813, -3.478], [-3.497, 1.942, -1.953]],
  "total_charge": -2,
  "gap_ev": [3.22, 5.27],
  "largest_force_ev_per_a": 1.5,
  "homo_energy_ev": [1.074, -1.027],
  "spin_multiplicity": 5,
  "relative_energy_kj_mol": 36.37,
  "mol_weight_g_mol": 815.7
}

(3)
{
  "formula": "C4H4N2",
  "method": "ωB97M-V with the def2-TZVPD basis set",
  "species": ["N", "N", "C", "C", "C", "C", "H", "H", "H", "H"],
  "xyz": [[-0.205, 0.975, -0.724], [0.183, -1.280, -1.575], [0.001, -0.863, 0.901], [-0.102, -0.523, -0.620], [0.000, 1.498, 0.489], [-0.044, 0.385, 1.459], [0.125, -1.798, 1.287], [0.568, -2.330, -1.393], [0.327, 0.653, 2.510], [0.005, 2.634, 0.310]],
  "total_charge": 0,
  "gap_ev": 9.02,
  "largest_force_ev_per_a": 6.3,
  "homo_energy_ev": -9.751,
  "relative_energy_kj_mol": 274.47,
  "smiles": "[H]/N=C1\\C=CC=N1",
  "mol_weight_g_mol": 80.1
}

(4)
{
  "formula": "C24H76N10O14",
  "method": "ωB97M-V with the def2-TZVPD basis set",
  "species": ["O", "O", "O", "O", "O", "O", "O", "O", "O", "O", "O", "O", "O", "O", "N", "N", "N", "N", "N", "N", "N", "N", "N", "N", "C", "C", "C", "C", "C", "C", "C", "C", "C", "C", "C", "C", "C", "C", "C", "C", "C", "C", "C", "C", "C", "C", "C", "C", "H", "H", "H", "H", "H", "H", "H", "H", "H", "H", "H", "H", "H", "H", "H", "H", "H", "H", "H", "H", "H", "H", "H", "H", "H", "H", "H", "H", "H", "H", "H", "H", "H", "H", "H", "H", "H", "H", "H", "H", "H", "H", "H", "H", "H", "H", "H", "H", "H", "H", "H", "H", "H", "H", "H", "H", "H", "H", "H", "H", "H", "H", "H", "H", "H", "H", "H", "H", "H", "H", "H", "H", "H", "H", "H", "H"],
  "xyz": [[-2.808, 0.056, 2.905], [-0.422, 0.054, 1.338], [1.269, -4.369, 3.659], [4.349, 0.816, -2.749], [-1.138, -2.184, 4.731], [1.356, 4.691, 0.491], [0.032, -0.574, -4.418], [-1.538, 4.814, 0.475], [-1.328, -3.223, -2.388], [2.645, -2.446, -0.209], [-1.684, 1.974, -3.147], [-2.276, -3.524, 2.380], [2.268, 1.822, 2.338], [-0.947, 4.397, 4.166], [2.327, -0.299, 1.418], [-2.129, -3.819, 0.044], [-3.419, 1.160, -1.804], [0.387, -2.600, 2.493], [1.494, -3.744, -1.901], [2.425, -2.426, 3.104], [-2.123, -0.229, -2.843], [-2.734, -1.844, 0.816], [0.699, -3.715, 0.163], [3.954, 0.171, 2.657], [0.117, -0.205, 4.877], [-0.865, -1.447, 6.860], [1.898, 4.916, -0.634], [-2.378, -3.210, -4.328], [-2.376, 4.372, -0.517], [2.242, 1.620, -3.061], [-0.354, -1.572, 5.455], [0.948, 4.900, -1.791], [3.149, 0.484, -2.607], [0.276, 1.803, -0.090], [2.732, 6.178, -0.691], [1.354, -3.131, 3.116], [1.660, -3.392, -0.648], [-2.287, -5.380, -2.811], [-3.548, 0.844, 2.039], [2.838, 0.585, 2.243], [0.222, 0.222, -5.510], [-2.374, -3.076, 1.101], [0.090, -0.581, -0.769], [2.996, -0.959, -3.216], [-2.371, 0.967, -2.550], [-0.182, 3.497, 3.419], [-1.639, -4.035, -3.260], [-0.371, 0.522, 0.174], [-1.241, -2.419, 7.154], [-3.339, -5.450, -2.882], [-2.974, 5.248, -0.694], [-3.677, 2.118, -1.749], [4.467, 1.469, -2.027], [1.204, 0.273, -5.869], [0.604, -2.136, 5.559], [1.120, 1.582, -2.867], [-1.833, -4.735, 0.293], [-1.108, 5.214, 3.712], [-1.927, 3.948, -1.373], [-3.267, -2.737, -3.910], [2.309, 1.621, -4.129], [-2.736, 0.728, 3.625], [-0.683, 4.776, 0.077], [-3.003, -1.198, 1.595], [3.646, 6.175, -0.094], [-1.762, -0.836, 6.945], [-0.613, -3.059, 2.507], [3.150, -2.669, 3.889], [2.833, -1.035, 0.877], [-0.040, 2.544, 3.928], [0.323, -1.499, -4.724], [-1.935, -3.524, -0.980], [-3.867, 0.368, 1.166], [-1.129, 0.303, 1.955], [1.481, 4.685, -2.674], [2.137, 7.132, -0.355], [-0.668, 0.399, 4.545], [-1.463, 0.705, 0.034], [3.721, -1.567, -2.814], [-0.450, -1.560, -0.744], [-0.139, 2.550, 0.629], [1.458, 0.086, 1.005], [-3.026, 1.727, 1.846], [0.775, 3.991, 3.197], [2.086, 4.385, 1.096], [0.099, 2.170, -1.081], [4.573, 0.793, 3.202], [2.579, -1.516, 2.625], [2.965, 0.314, -1.592], [-1.925, -5.883, -1.792], [-1.981, -6.223, -3.433], [0.752, -3.399, 1.143], [4.137, -0.811, 2.840], [0.739, -0.379, 4.054], [0.402, -1.749, 2.013], [-4.433, 0.985, 2.526], [2.647, 4.115, -0.781], [-0.711, 3.340, 2.499], [-1.737, -2.405, -4.591], [-4.088, 0.420, -1.548], [-0.457, -0.118, -6.268], [1.378, 1.834, 0.150], [3.250, -0.919, -4.265], [0.277, 4.087, -1.712], [-0.364, -3.022, -2.473], [-1.321, -0.316, -3.429], [-0.071, -1.055, 7.509], [0.769, 0.381, 5.432], [2.607, 2.534, -2.577], [-2.696, -3.775, -5.197], [2.043, -1.321, -2.767], [-2.755, -1.479, -0.089], [1.077, -4.569, -2.188], [-0.959, -1.948, 3.835], [-3.200, 3.708, -0.353], [2.114, -3.227, -2.475], [3.163, 6.179, -1.705], [0.359, 5.805, -2.023], [0.172, -0.140, -1.784], [-2.336, -1.052, -2.268], [1.200, -0.651, -0.635], [-0.230, -4.028, -0.130], [-0.131, 1.162, -5.267], [-0.764, -4.386, -3.664]],
  "total_charge": 0,
  "gap_ev": 8.21,
  "largest_force_ev_per_a": 11.4,
  "homo_energy_ev": -8.548,
  "relative_energy_kj_mol": 1357.84,
  "mol_weight_g_mol": 728.9
}

(5)
{
  "formula": "C7H13N3",
  "method": "ωB97M-V with the def2-TZVPD basis set",
  "species": ["N", "N", "N", "C", "C", "C", "C", "C", "C", "C", "H", "H", "H", "H", "H", "H", "H", "H", "H", "H", "H", "H", "H"],
  "xyz": [[-1.468, 0.947, 0.840], [0.145, 0.591, -0.879], [2.709, 0.047, 1.361], [1.033, -0.553, -0.510], [0.104, -1.738, -0.302], [-0.621, 0.243, 1.586], [1.851, -0.814, -1.804], [-2.846, 1.362, 1.173], [1.985, -0.287, 0.514], [-0.934, 1.141, -0.374], [3.683, 0.186, 1.587], [1.535, -1.621, -2.321], [-2.752, 2.442, 1.504], [-1.017, 0.120, 2.546], [-3.349, 0.800, 2.003], [2.944, -1.088, -1.712], [1.894, 0.009, -2.460], [0.601, -2.531, 0.384], [-0.350, -2.173, -1.156], [-3.319, 1.423, 0.308], [-0.736, -1.532, 0.381], [-1.543, 1.850, -1.032], [0.449, 1.174, -1.635]],
  "total_charge": 2,
  "gap_ev": 8.24,
  "largest_force_ev_per_a": 5.2,
  "homo_energy_ev": -17.470,
  "relative_energy_kj_mol": 604.95,
  "mol_weight_g_mol": 139.2
}

(6)
{
  "formula": "C28H23N3O4S",
  "method": "ωB97M-V with the def2-TZVPD basis set",
  "species": ["S", "O", "O", "O", "O", "N", "N", "N", "C", "C", "C", "C", "C", "C", "C", "C", "C", "C", "C", "C", "C", "C", "C", "C", "C", "C", "C", "C", "C", "C", "C", "C", "C", "C", "C", "C", "H", "H", "H", "H", "H", "H", "H", "H", "H", "H", "H", "H", "H", "H", "H", "H", "H", "H", "H", "H", "H", "H", "H"],
  "xyz": [[2.363, -2.611, 0.798], [2.958, 0.652, 2.832], [-3.566, -1.773, 3.783], [-0.684, -1.143, -3.049], [-4.547, 0.145, 4.348], [0.195, 0.386, -1.669], [1.655, -0.157, 0.090], [1.177, -0.781, 2.846], [0.751, -1.900, -1.274], [1.240, 6.316, 0.666], [-2.100, 1.550, 3.985], [0.970, 0.720, -0.643], [-0.351, -4.786, -3.440], [2.073, 3.957, 0.891], [1.057, 2.136, -0.303], [-0.787, -2.436, -3.514], [0.235, 1.401, 3.433], [2.025, 2.614, 0.577], [1.168, 4.856, 0.338], [0.152, 3.034, -0.869], [-0.869, 2.150, 3.797], [0.209, 4.374, -0.548], [2.448, -0.406, 2.549], [-1.128, -0.583, 3.421], [-2.158, -1.396, -5.326], [0.109, 0.026, 3.240], [-1.538, -2.596, -4.685], [0.602, -3.346, -1.618], [0.096, -0.893, -1.990], [3.283, -1.502, 1.897], [-3.554, -0.447, 4.007], [-0.193, -3.523, -2.884], [-1.678, -3.869, -5.210], [-2.230, 0.175, 3.798], [1.528, -1.435, -0.222], [-1.088, -4.961, -4.595], [1.882, 6.825, -0.054], [-2.854, -0.921, -4.636], [0.921, -1.731, 2.600], [3.715, -2.146, 2.665], [-1.240, -1.647, 3.270], [1.659, 6.471, 1.657], [-2.254, -4.006, -6.112], [1.593, -3.804, -1.723], [-0.591, 2.658, -1.554], [-2.969, 2.119, 4.275], [-4.458, -2.118, 3.942], [4.088, -1.031, 1.332], [-0.500, 5.061, -0.989], [-2.687, -1.672, -6.233], [-0.762, 3.215, 3.934], [0.108, -3.872, -0.790], [-1.391, -0.661, -5.566], [2.827, 4.315, 1.578], [2.733, 1.930, 1.015], [1.193, 1.871, 3.288], [0.112, -5.632, -2.954], [-1.204, -5.948, -5.017], [0.255, 6.774, 0.619]],
  "total_charge": 0,
  "gap_ev": 8.75,
  "largest_force_ev_per_a": 1.1,
  "homo_energy_ev": -8.435,
  "relative_energy_kj_mol": 0.00,
  "smiles": "Cc1ccc(-c2nc3c(c(SCC(=O)Nc4cccc(C(=O)O)c4)n2)Cc2cccc(C)c2O3)cc1",
  "mol_weight_g_mol": 497.6
}

(7)
{
  "formula": "C11H29BFN2O4P",
  "method": "ωB97M-V with the def2-TZVPD basis set",
  "species": ["P", "F", "O", "O", "O", "O", "N", "N", "C", "C", "C", "C", "C", "C", "C", "C", "C", "C", "C", "B", "H", "H", "H", "H", "H", "H", "H", "H", "H", "H", "H", "H", "H", "H", "H", "H", "H", "H", "H", "H", "H", "H", "H", "H", "H", "H", "H", "H", "H"],
  "xyz": [[1.824, -0.826, 1.406], [-3.200, 0.302, -1.028], [-0.184, 0.791, 1.887], [-0.605, -2.815, 1.175], [-1.756, -1.310, 2.636], [1.328, 1.096, -2.634], [-0.408, 2.742, -1.266], [0.039, -0.394, 1.160], [-0.372, -0.467, -3.167], [-0.036, 1.015, -3.047], [0.186, 2.241, -0.063], [-3.968, -0.439, 3.003], [-0.996, 1.644, -2.024], [-0.830, 1.705, 0.968], [1.598, -2.019, -1.217], [-3.135, -1.336, 2.117], [2.801, 0.564, 0.722], [4.166, 0.542, 1.439], [2.145, -2.186, 0.236], [-0.851, -1.567, 1.692], [1.532, 2.030, -2.464], [-1.196, 2.535, 1.567], [-0.975, -2.904, 0.276], [2.332, 1.519, 0.934], [-1.849, 2.035, -2.575], [2.922, 0.461, -0.358], [-3.196, -0.990, 1.079], [-0.017, -0.985, -2.274], [-1.406, 0.852, -1.397], [-1.712, 1.218, 0.534], [-1.037, 3.511, -1.090], [-0.163, 1.460, -4.039], [0.765, 3.015, 0.447], [2.401, -2.169, -1.931], [-3.511, -2.357, 2.180], [4.003, 0.628, 2.510], [3.236, -2.230, 0.189], [-3.940, -0.842, 4.015], [-3.567, 0.570, 2.991], [-0.201, -0.254, 0.164], [1.815, -3.116, 0.687], [0.861, -2.797, -1.403], [-4.990, -0.465, 2.632], [0.885, 1.452, -0.333], [1.158, -1.034, -1.364], [-1.453, -0.581, -3.232], [0.128, -0.875, -4.044], [4.701, -0.377, 1.210], [4.725, 1.408, 1.094]],
  "total_charge": 0,
  "gap_ev": 8.11,
  "largest_force_ev_per_a": 1.6,
  "homo_energy_ev": -7.771,
  "mol_weight_g_mol": 314.1
}

(8)
{
  "formula": "C16H19NO3S2",
  "method": "ωB97M-V with the def2-TZVPD basis set",
  "species": ["S", "S", "O", "O", "O", "N", "C", "C", "C", "C", "C", "C", "C", "C", "C", "C", "C", "C", "C", "C", "C", "C", "H", "H", "H", "H", "H", "H", "H", "H", "H", "H", "H", "H", "H", "H", "H", "H", "H", "H", "H"],
  "xyz": [[2.599, 0.063, 1.811], [-0.637, 3.224, -0.033], [-1.148, 4.197, -0.953], [-3.969, -1.623, -0.386], [-0.435, 3.604, 1.338], [0.810, 2.670, -0.706], [-1.648, 1.761, -0.095], [5.002, -0.816, 0.960], [-5.425, -3.394, 0.221], [4.324, -1.013, -1.711], [5.600, -1.352, -1.300], [5.934, -1.258, 0.042], [-1.833, 1.125, -1.311], [-3.224, -0.512, -0.214], [-3.032, 0.144, 1.002], [-2.614, -0.007, -1.371], [1.802, 2.204, 0.243], [-2.243, 1.280, 1.052], [3.379, -0.577, -0.798], [3.719, -0.469, 0.543], [-4.648, -2.188, 0.724], [1.285, 0.938, 0.912], [-1.363, 1.534, -2.191], [-5.961, -3.857, 1.044], [1.162, 3.375, -1.337], [-2.779, -0.528, -2.301], [0.547, 1.190, 1.672], [-3.923, -2.494, 1.490], [2.387, -0.330, -1.144], [-4.743, -4.120, -0.214], [6.331, -1.690, -2.019], [-2.083, 1.806, 1.980], [-3.491, -0.219, 1.908], [-5.334, -1.449, 1.160], [6.926, -1.524, 0.375], [4.053, -1.089, -2.754], [-6.135, -3.086, -0.541], [0.828, 0.264, 0.187], [2.725, 1.994, -0.305], [2.008, 2.957, 1.014], [5.251, -0.734, 2.006]],
  "total_charge": 0,
  "gap_ev": 8.85,
  "largest_force_ev_per_a": 1.0,
  "homo_energy_ev": -8.250,
  "relative_energy_kj_mol": 124.74,
  "smiles": "CCOc1ccc(S(=O)(=O)NCCSc2ccccc2)cc1",
  "mol_weight_g_mol": 337.5
}